This record from OMol25 describes a molecular structure, C39H41ClMoN3O6STe in a non-equilibrium geometry. The level of theory is ωB97M-V/def2-TZVPD.

Computed properties:
LUMO level (alpha / beta), eV: -6.17 / -8.54
Net charge: +2
HOMO (alpha / beta), eV: -13.53 / -14.10
HOMO-LUMO gap (alpha / beta), Eh: 0.2704 / 0.2045
Relative energy (zero: lowest compared OMol25 entry of this formula, charge and spin), eV: 0.0000
<S²>: 3.793
Multiplicity: 4

Structure (XYZ):
```
93
Properties=species:S:1:pos:R:3:forces:R:3:lowdin_charge:R:1
Mo -0.5601 -0.3519 0.2284 1.1 0.2 0.6 1.6422
O -3.6844 1.2292 4.3320 -0.2 0.0 0.1 0.1525
C -3.8371 -0.0685 4.1211 0.0 0.0 0.0 -0.4923
O -4.8334 -0.6642 4.4122 0.0 0.0 0.0 0.1182
C -2.6940 -0.7864 3.4589 0.1 0.0 0.1 -0.0284
C -2.6211 -2.1651 3.2737 0.0 0.0 -0.1 -0.5641
Cl -3.7623 -3.3366 3.6788 0.1 0.0 0.0 0.8995
N -1.4746 -2.4540 2.6081 -0.1 0.0 0.1 -0.0471
N -0.8084 -1.3149 2.3159 -0.1 0.1 -0.2 0.0462
C -1.5246 -0.3151 2.8564 -0.1 0.0 -0.1 -0.1319
C -0.9488 1.0628 2.6600 -0.1 -0.3 -0.1 -0.5381
O -1.3555 2.0021 3.3122 0.2 0.2 0.0 0.1063
O -0.0369 1.0851 1.7358 -0.4 -0.1 -0.3 -0.1938
C -0.8170 -3.7222 2.4161 0.1 0.0 -0.1 -0.2033
C -0.9019 -4.7035 3.3923 0.0 0.0 0.1 -0.0304
C -0.2434 -5.9104 3.2029 0.0 0.0 0.0 -0.0446
C 0.5106 -6.1300 2.0609 0.0 0.0 0.0 -0.0527
C 0.6193 -5.1258 1.1081 0.0 0.0 0.0 -0.0583
C -0.0386 -3.9188 1.2827 -0.1 0.0 0.0 -0.0531
H -2.8016 1.5688 4.0673 0.1 0.0 0.0 0.0654
H -1.4515 -4.5354 4.3054 0.0 0.0 0.0 0.0969
H -0.3181 -6.6759 3.9632 0.0 0.0 0.0 0.1202
H 1.0195 -7.0737 1.9185 0.0 0.0 0.0 0.1175
H 1.2153 -5.2824 0.2183 0.0 0.0 0.0 0.1147
H 0.0701 -3.1398 0.5428 0.0 0.0 0.0 0.0729
C 2.0888 -1.4289 6.8277 0.0 0.0 0.0 -0.0274
C 2.2494 -1.0835 5.3763 0.0 0.0 0.0 -0.2388
C 2.2757 -2.0837 4.4008 0.0 0.0 0.0 -0.0140
C 2.4127 -1.7714 3.0622 0.0 0.1 0.0 -0.0679
C 2.5213 -0.4340 2.6944 0.1 0.0 0.0 -0.4244
C 2.4806 0.5838 3.6405 0.0 0.0 0.0 -0.0705
C 2.3579 0.2489 4.9778 0.0 0.0 0.0 -0.0096
S 2.6366 0.0466 1.0079 -0.3 -0.1 0.1 1.0295
C 4.0535 -0.8743 0.4426 0.0 0.0 0.1 -0.1948
O 1.4862 -0.7263 0.2737 0.1 0.3 -0.1 -0.6591
H 2.2342 -2.4929 7.0034 0.0 0.0 0.0 0.0840
H 1.0874 -1.1612 7.1709 0.0 0.0 0.0 0.0956
H 2.7995 -0.8753 7.4409 0.0 0.0 0.0 0.0936
H 2.1950 -3.1221 4.6996 0.0 0.0 0.0 0.1227
H 2.4133 -2.5587 2.3193 0.0 0.0 0.0 0.1075
H 2.5361 1.6213 3.3348 0.0 0.0 0.0 0.1202
H 2.3410 1.0326 5.7248 0.0 0.0 0.0 0.1301
H 3.9214 -1.9264 0.6847 0.0 0.0 0.0 0.0666
H 4.9273 -0.4678 0.9514 0.0 0.0 0.0 0.0820
H 4.1384 -0.7282 -0.6321 0.0 0.0 0.0 0.0638
C -2.9717 -3.4890 -0.5101 0.0 0.0 0.1 0.0221
C -2.1753 -2.5303 -1.3361 -0.2 0.0 -0.4 -0.5811
O -2.1842 -2.5100 -2.5457 0.0 0.0 0.2 0.0187
N -1.4104 -1.5588 -0.6712 -0.5 -0.2 0.0 -0.1818
Te -0.8247 0.2195 -3.3994 0.1 0.0 -0.1 1.8433
C 0.0153 1.5327 -4.7773 0.0 0.1 0.1 -0.4161
C 1.0907 1.0637 -5.5479 0.1 -0.1 0.0 -0.3082
C 1.7248 -0.2918 -5.3775 0.0 0.0 0.0 -0.0642
C 1.6354 1.9175 -6.4985 0.0 0.0 0.0 0.0093
C 1.1324 3.1930 -6.7108 0.0 0.0 0.0 -0.2202
C 1.7218 4.1000 -7.7463 0.0 0.0 0.0 -0.0212
C 0.0381 3.6164 -5.9465 0.0 0.0 0.0 0.0135
C -0.5390 2.8187 -4.9806 0.0 0.0 0.1 -0.2839
C -1.7574 3.3218 -4.2495 0.0 -0.1 -0.1 -0.0395
C -0.6789 1.3710 -1.6155 0.0 -0.1 0.1 -0.5124
C 0.5004 2.1183 -1.3223 -0.1 -0.1 0.1 -0.3112
C 1.8368 1.8044 -1.9352 -0.1 0.0 -0.1 -0.0513
C 0.4037 3.1407 -0.3998 0.0 0.0 0.0 0.0150
C -0.7915 3.4611 0.2525 0.0 0.0 0.0 -0.2203
C -0.8472 4.5733 1.2475 0.0 0.0 0.0 -0.0017
C -1.9276 2.7002 -0.0188 0.1 0.1 0.0 -0.0021
C -1.9120 1.6704 -0.9559 -0.1 0.1 -0.1 -0.3819
C -3.2295 1.0719 -1.3949 0.0 0.1 0.0 -0.0650
H -4.0007 -3.4769 -0.8686 0.0 0.0 0.0 0.1073
H -2.9415 -3.2463 0.5474 0.0 0.0 0.0 0.0550
H -2.5837 -4.4963 -0.6660 0.0 0.0 0.0 0.1072
H 1.1365 -0.9834 -4.7708 0.0 0.0 0.0 0.0231
H 2.7031 -0.1958 -4.9014 0.0 0.0 0.0 0.0975
H 1.8799 -0.7624 -6.3472 0.0 0.0 0.0 0.0991
H 2.4751 1.5719 -7.0905 0.0 0.0 0.0 0.1345
H 2.5954 3.6565 -8.2186 0.0 0.0 0.0 0.0858
H 2.0111 5.0536 -7.3025 0.0 0.0 0.0 0.0965
H 0.9846 4.3158 -8.5217 0.0 0.0 0.0 0.1004
H -0.3816 4.5988 -6.1312 0.0 0.0 0.0 0.1342
H -2.0058 4.3260 -4.5858 0.0 0.0 0.0 0.0935
H -1.6111 3.3709 -3.1707 0.1 0.0 0.1 0.0702
H -2.6263 2.6895 -4.4537 0.0 0.0 0.0 0.0870
H 1.9210 0.7507 -2.2100 0.0 0.0 0.0 0.0658
H 2.6330 2.0421 -1.2292 0.0 0.0 0.0 0.0806
H 2.0062 2.3957 -2.8361 0.0 0.0 0.0 0.0995
H 1.2972 3.7027 -0.1521 0.0 0.0 0.0 0.1412
H 0.1016 5.1006 1.3147 0.0 0.0 0.0 0.0919
H -1.0950 4.1662 2.2294 0.0 0.0 0.0 0.0847
H -1.6265 5.2879 0.9783 0.0 0.0 0.0 0.1045
H -2.8552 2.9285 0.4938 0.0 0.0 0.0 0.1466
H -3.9977 1.2568 -0.6462 0.0 0.0 0.0 0.1006
H -3.1895 0.0003 -1.5782 0.0 0.0 0.0 0.0424
H -3.5579 1.5597 -2.3169 0.0 0.0 0.0 0.0875
```
Forces are in eV/Å.

---

This record from OMol25 describes a molecular structure, C39H42Cl2IrN5O5Si in a non-equilibrium geometry. The level of theory is ωB97M-V/def2-TZVPD.

Computed properties:
LUMO level (alpha / beta), eV: -1.86 / -4.68
Net charge: +1
HOMO (alpha / beta), eV: -8.10 / -10.88
HOMO-LUMO gap (alpha / beta), Eh: 0.2295 / 0.2277
Relative energy (zero: lowest compared OMol25 entry of this formula, charge and spin), eV: 0.0000
<S²>: 8.818
Multiplicity: 6

Structure (XYZ):
```
95
Properties=species:S:1:pos:R:3:forces:R:3:lowdin_charge:R:1
Ir 0.4295 2.1939 -0.3747 0.3 -0.6 0.2 1.4270
O -1.1677 3.7448 -0.8286 0.4 0.6 -0.2 -0.1585
N -2.3201 3.2732 -0.8736 0.3 -0.2 0.2 0.0167
N -2.3991 2.0923 -0.3883 -0.1 0.8 -0.3 -0.1854
O -1.3136 1.4844 0.1314 -0.7 -0.4 -0.3 -0.2826
C -3.6517 1.4437 -0.4302 -0.7 -1.0 0.4 -0.2019
C -4.8380 2.1557 -0.3147 0.2 -0.8 -0.3 -0.0094
C -6.0018 1.4201 -0.3862 -1.6 -0.3 0.2 -0.0731
C -6.0004 0.0334 -0.5257 -0.6 -0.2 -0.4 -0.0833
C -4.8114 -0.6679 -0.6174 -0.3 0.0 0.6 -0.0615
C -3.6427 0.0620 -0.5419 1.4 -0.1 -0.1 -0.0102
H -4.8230 3.2082 -0.2333 -0.1 0.9 0.2 0.1035
H -7.0153 1.8549 -0.2828 1.0 0.2 -0.1 0.1216
H -6.9607 -0.5050 -0.6167 0.6 0.4 0.2 0.1178
H -4.8443 -1.7581 -0.6212 0.3 0.3 -0.3 0.1145
H -2.6399 -0.3703 -0.5695 -0.4 -0.3 -0.1 0.1025
Cl 5.3119 1.5571 -0.8668 -0.3 0.2 -0.7 0.7126
C 4.1694 1.5766 -2.2089 0.1 -0.1 2.7 -0.5242
C 4.5385 1.2527 -3.4427 0.1 -0.4 -1.5 -0.1311
C 3.5600 1.0451 -4.4328 -2.5 0.6 -0.2 -0.5607
Cl 4.0052 0.6010 -6.0095 0.5 -0.1 -0.2 0.8047
C 2.1561 1.2038 -4.1760 1.9 -1.1 -1.1 -0.1825
C 1.1249 0.8220 -5.0696 3.2 -0.2 -1.2 -0.0936
C -0.1492 0.8047 -4.7005 -3.3 1.8 3.7 -0.0789
C -0.4704 1.3617 -3.3903 1.5 -0.5 -1.0 -0.0161
N 0.6159 1.6823 -2.4406 -4.4 -0.3 -1.5 -0.0616
C 1.8304 1.5318 -2.8910 0.6 0.8 3.2 -0.2308
C 2.7720 1.7554 -1.8035 2.6 -0.4 -3.6 -0.3732
O 2.4837 2.1382 -0.6423 -1.3 0.6 0.8 -0.1856
H 5.5095 1.0602 -3.8305 1.0 0.1 0.6 0.1065
H 1.4900 0.5558 -6.0442 -0.4 -0.3 -0.4 0.0786
H -0.9552 0.4915 -5.3644 0.2 0.3 0.2 0.1118
H -1.4676 1.6823 -3.1015 0.2 -0.4 0.0 0.0883
C 0.8482 2.9652 1.4771 -1.7 -0.6 0.4 -0.3681
Si 0.6155 1.6756 2.8471 0.1 0.2 0.1 0.7339
C 1.9960 0.1399 2.5223 -1.2 0.1 0.2 -0.1028
N 1.6387 -0.8388 1.5884 0.1 -0.7 0.7 -0.0869
C 2.0566 -0.8095 0.2225 -0.6 -0.7 -1.1 -0.1437
C 2.7016 -2.1297 -0.2950 -0.3 -0.8 -0.7 -0.1268
C 2.1593 -3.3670 0.4475 -0.3 0.3 1.3 -0.1567
C 0.7089 -3.0694 1.0027 2.2 -1.8 0.6 -0.1398
C 0.7484 -1.9273 1.9550 -1.8 1.7 1.5 -0.1342
C -1.0032 0.8617 3.4183 -0.4 0.0 -0.6 -0.2532
C -0.9551 -0.1687 4.3493 0.0 -0.5 1.0 -0.1387
C -2.1096 -0.7158 4.9360 0.4 0.0 0.8 -0.0766
C -3.3528 -0.2016 4.6590 0.6 0.9 -1.5 -0.0563
C -3.4278 0.7631 3.6383 -0.3 0.3 0.3 -0.0581
C -2.3052 1.2911 3.0490 1.6 -1.5 1.2 -0.0830
C 1.3444 2.4146 4.3872 1.5 0.8 0.9 -0.2514
C 2.6836 2.9295 4.3224 -1.4 -0.5 0.6 -0.0937
C 3.3165 3.4810 5.4194 1.0 0.1 0.0 -0.0937
C 2.6582 3.6756 6.6221 -1.2 0.0 0.8 -0.0780
C 1.3219 3.2585 6.7127 -0.1 -0.4 0.1 -0.0716
C 0.7162 2.5818 5.6318 0.1 0.3 0.4 -0.0867
H 1.9053 3.0765 1.4247 1.0 0.5 0.3 -0.0190
H 0.3158 3.9097 1.7325 0.5 -0.6 -0.2 0.0443
H 1.9699 -0.1849 3.5847 0.3 -0.2 -0.8 0.1077
H 2.9043 0.6106 2.1912 0.4 0.4 0.2 0.0994
H 2.7161 0.0092 0.0752 0.4 0.7 -0.1 0.0792
H 1.1113 -0.6767 -0.3667 0.7 0.1 0.2 0.1124
H 3.7867 -2.2135 -0.1636 -0.1 0.8 -0.2 0.1130
H 2.4865 -2.2117 -1.4153 0.2 0.3 1.5 0.1271
H 2.8667 -3.6491 1.2660 -0.7 0.5 -0.2 0.1221
H 2.2383 -4.2335 -0.1865 -0.5 -0.3 -0.4 0.0954
H 0.2302 -3.9482 1.4719 0.5 0.4 0.1 0.1367
H 0.1237 -2.8669 0.1848 -1.5 0.8 -1.9 0.0514
H 1.0357 -2.2205 2.9647 0.1 -0.2 0.0 0.1342
H -0.2881 -1.4113 2.1235 1.4 -1.0 -0.5 0.1672
H -0.0335 -0.5295 4.8204 0.0 0.2 -0.6 0.1091
H -2.0136 -1.4672 5.7314 0.1 0.3 -0.4 0.1153
H -4.2228 -0.4662 5.2007 -0.7 -0.5 0.3 0.0992
H -4.3523 1.2120 3.3085 -0.4 -0.2 0.3 0.1076
H -2.3692 2.0497 2.3481 -0.4 1.4 -1.3 0.0697
H 3.2337 2.8672 3.4140 0.4 -0.1 -0.7 0.0832
H 4.3806 3.7275 5.3331 -0.5 0.1 0.0 0.1130
H 3.1060 4.1384 7.5206 0.0 -0.3 -0.8 0.1170
H 0.7274 3.3772 7.6561 0.8 -0.1 -1.0 0.1203
H -0.2755 2.1990 5.8274 -0.2 -0.1 -0.3 0.0941
O -0.3949 -1.4489 -1.6416 -1.4 -1.4 -0.8 0.0410
C -0.8829 -2.4164 -2.2281 0.7 0.1 -0.2 -0.4311
O -2.1433 -2.8666 -2.1654 0.7 1.0 0.5 0.0964
C -0.0051 -3.3910 -3.0884 -1.3 1.3 0.3 -0.2238
N -0.9514 -4.3303 -3.7203 0.8 -0.5 2.0 -0.0538
C -1.2503 -3.8812 -5.0599 1.2 -1.5 -2.4 -0.1684
C -0.3214 -2.6597 -5.3007 -0.9 0.6 0.0 -0.1378
C 0.7641 -2.7881 -4.2434 -1.0 0.7 0.7 -0.1223
H 0.6284 -3.8258 -2.3317 0.3 -0.7 0.1 0.1430
H -2.1245 -3.7215 -2.7216 0.3 0.5 0.2 0.1044
H -0.4770 -5.2097 -3.5896 -0.6 -0.6 -0.8 0.1344
H -2.3249 -3.7695 -5.2446 0.3 0.6 0.3 0.1183
H -0.9598 -4.6939 -5.8016 -0.3 0.8 0.9 0.1372
H -0.9154 -1.7218 -5.1696 0.6 -0.6 0.0 0.1033
H 0.1137 -2.6431 -6.2880 -0.1 0.0 -0.4 0.1100
H 1.2386 -1.8566 -3.9955 0.1 0.6 0.1 0.1007
H 1.5378 -3.4709 -4.4817 0.7 -0.8 -0.7 0.1124
```
Forces are in eV/Å.